[1]
The following is a DFT calculation (wB97M-V/def2-TZVPD) of 7 unconnected molecules or ions with the total composition H14O7.

XYZ file:
```
21
Properties=species:S:1:pos:R:3:forces:R:3:mulliken_charge:R:1
O -0.6304 0.6205 -1.9381 0.758 -0.552 -2.309 -0.768
H -0.7342 0.2359 -2.8779 0.631 1.115 2.266 0.313
H 0.3462 0.8429 -1.7128 -1.497 -0.472 -0.338 0.425
O -1.2809 -1.5704 -0.4890 -0.243 0.898 -0.644 -0.789
H -1.2489 -0.7317 -1.0337 0.213 -1.065 0.415 0.397
H -1.4475 -1.1899 0.3862 0.041 -0.107 0.290 0.423
O -1.1709 2.2466 0.1423 1.391 0.359 0.011 -0.786
H -0.1738 2.3301 0.1016 -1.256 0.070 -0.007 0.379
H -1.3629 1.8633 -0.7276 -0.068 0.024 -0.057 0.408
O -1.1598 0.1897 1.7138 -0.404 -0.297 0.618 -0.775
H -1.8208 0.2433 2.4343 0.647 0.233 -0.775 0.282
H -1.1865 1.0124 1.1374 -0.440 -0.164 0.496 0.461
O 1.6213 -0.2751 1.5054 -1.343 -0.127 -0.133 -0.775
H 1.6386 -1.0993 0.9794 0.246 -0.338 0.079 0.468
H 0.6497 -0.2524 1.7488 1.024 0.263 0.028 0.394
O 1.2347 -2.5148 -0.1102 -0.874 -1.241 0.316 -0.756
H 1.0053 -3.3860 0.3087 0.543 1.220 -0.544 0.316
H 0.3419 -2.2182 -0.4406 0.397 0.008 0.290 0.435
O 1.4476 1.4218 -0.4969 1.775 -0.565 -0.365 -0.795
H 2.3713 1.5351 -0.8529 -1.439 0.017 0.579 0.299
H 1.5602 0.6962 0.2217 -0.101 0.722 -0.217 0.443
```
Positions in Å, forces in eV/Å.

Structure (SMILES) ... O.O.O.O.O.O.O
Energy ... -535.10868 a.u.
Spin multiplicity ... 1
Charge ... 0

=====

[2]
The following is a DFT calculation (wB97M-V/def2-TZVPD) of C5H11NOS in the gas phase.

XYZ file:
```
19
Properties=species:S:1:pos:R:3:forces:R:3:mulliken_charge:R:1
C -0.9665 -1.1627 -0.4174 2.978 -1.508 -1.827 -1.623
C -0.0293 -0.4040 0.4263 0.593 1.272 2.778 1.329
C 0.1781 -0.8902 1.9128 0.223 -0.337 -1.133 -1.507
C 1.2961 -0.1692 -0.2589 -1.211 0.994 -1.870 -0.993
S 0.3811 1.3994 -1.1848 0.431 -1.323 1.260 0.877
N -0.2643 0.9061 -2.4609 -0.720 0.852 -1.381 -0.677
O 1.0068 2.6806 -1.2525 0.752 1.215 0.639 -0.659
C -0.5182 1.1051 0.4754 0.575 -0.929 -0.371 -0.913
H -1.8090 -1.5468 -0.0144 -2.654 -1.037 1.896 0.485
H -0.4305 -2.0065 -0.9278 -0.485 0.497 0.421 0.320
H -1.2268 -0.4991 -1.1775 -0.829 0.532 -1.529 0.464
H -0.6929 -1.4788 2.1315 -0.686 0.241 0.829 0.373
H 0.3524 -0.0056 2.5254 -0.365 -0.314 0.358 0.388
H 0.9970 -1.5973 2.1273 0.048 0.342 -0.665 0.336
H 2.1330 0.0379 0.4063 -0.073 0.511 -0.299 0.387
H 1.5052 -0.9135 -1.0166 0.402 -0.075 -0.075 0.401
H -0.5077 1.7052 -3.1441 0.669 -1.532 1.702 0.259
H -1.6147 1.2723 0.6745 1.268 0.159 -0.352 0.339
H 0.2102 1.5671 1.1755 -0.915 0.441 -0.380 0.413
```
Positions in Å, forces in eV/Å.

Structure (SMILES) ... CC1(C)CS(=N)(=O)C1
Energy ... -725.16335 a.u.
Spin multiplicity ... 1
Charge ... 0

=====

[3]
The following is a DFT calculation (wB97M-V/def2-TZVPD) of a molecular structure, C3H7N2.

XYZ file:
```
12
Properties=species:S:1:pos:R:3:forces:R:3:mulliken_charge:R:1
C -0.2272 0.0691 0.1961 -2.892 2.837 -0.278 0.442
C 1.0697 -0.9924 -0.7228 2.615 -4.171 -3.863 -0.228
C -1.2179 1.1935 0.8779 0.372 -4.869 -0.647 -0.892
N 0.8602 -0.5615 0.5772 -0.388 0.189 2.198 -0.169
N -0.1230 -0.3289 -1.1110 -1.335 0.142 0.747 -0.245
H 1.8838 -0.5070 -1.2085 1.019 0.545 -0.116 0.289
H 1.2441 -2.1416 -1.0469 -0.976 2.394 1.385 0.272
H -2.2294 0.6877 0.9893 1.126 0.894 -0.493 0.320
H -1.1617 1.9909 0.2156 -0.381 1.497 -1.164 0.332
H -0.9008 1.4624 1.8522 0.641 0.132 0.837 0.345
H 1.4756 -0.3956 1.3478 0.218 -0.044 0.318 0.264
H -0.6733 -0.4766 -1.9669 -0.018 0.453 1.075 0.271
```
Positions in Å, forces in eV/Å.

Energy ... -227.70898 a.u.
Spin multiplicity ... 1
Charge ... +1